No. 1
The following is a quantum chemistry calculation of C3H6N2O in the gas phase at a distorted geometry, from the OMol25 dataset.

The calculation puts the LUMO energy at 0.85 eV. The value obtained for the highest occupied orbital energy is -9.431 eV. Its relative energy (zero: lowest compared OMol25 entry of this formula, charge and spin) is 88.11 kcal per mole. The frontier orbital gap is 10.280 eV. Its total energy is -8232.878 eV.

ORCA input file:
```
! RIJCOSX wB97M-V def2-TZVPD def2/J DEFGRID3
* xyz 0 1
N -1.649 -0.528 0.650
C -0.399 -0.399 1.152
O -0.043 -0.805 2.241
C 0.580 0.299 0.240
C 1.218 -0.436 -0.876
N 0.101 0.834 -1.009
H -2.335 -1.027 1.192
H -1.885 -0.152 -0.254
H 1.207 1.000 0.782
H 0.359 -0.352 -1.682
H 2.228 -0.061 -1.079
H 0.619 1.628 -1.357
*
```


No. 2
The following is a quantum chemistry calculation of a molecular structure, C15H26AuN3O3 at a distorted geometry, from the OMol25 dataset.

The calculation puts the LUMO energy (spin up / spin down) at -6.27 / -8.66 eV. The value obtained for the highest occupied orbital energy (spin up / spin down) is -15.168 / -15.310 eV. Its relative energy (zero: lowest compared OMol25 entry of this formula, charge and spin) is 0.00 kcal per mole. The frontier orbital gap (spin up / spin down) is 8.896 / 6.648 eV. Its total energy is -30260.914 eV.

ORCA input file:
```
! RIJCOSX wB97M-V def2-TZVPD def2/J DEFGRID3
* xyz 2 3
Au -0.811 -0.803 0.271
C -0.140 -3.686 -3.111
C -0.090 -2.898 -1.857
N -1.157 -2.433 -1.291
O -2.334 -2.556 -1.984
C 1.197 -2.626 -1.250
C 2.393 -3.484 -1.521
N 1.288 -1.582 -0.508
O 2.227 -0.983 0.019
H -0.959 -3.332 -3.736
H -0.341 -4.736 -2.888
H 0.799 -3.625 -3.652
H -3.055 -2.727 -1.357
H 2.104 -4.530 -1.574
H 3.131 -3.349 -0.732
H 2.862 -3.196 -2.460
C 0.442 4.357 0.743
N 0.874 2.950 0.828
C 0.231 2.267 1.962
C 0.680 2.197 -0.455
C -0.760 2.064 -0.886
C -1.334 3.130 -1.584
C -2.639 3.080 -2.027
C -3.399 1.947 -1.814
C -2.828 0.860 -1.160
C -1.536 0.929 -0.685
H 0.685 4.880 1.667
H -0.633 4.402 0.578
H 0.952 4.860 -0.076
H 1.886 2.957 1.000
H -0.847 2.264 1.814
H 0.455 2.784 2.894
H 0.586 1.241 2.037
H 1.138 1.215 -0.322
H 1.233 2.731 -1.232
H -0.732 3.999 -1.799
H -3.061 3.922 -2.553
H -4.420 1.888 -2.153
H -3.424 -0.029 -1.028
C 1.427 -1.549 4.359
C 1.174 -1.691 2.871
O -0.109 -1.131 2.510
H 2.388 -1.989 4.607
H 0.663 -2.071 4.929
H 1.439 -0.504 4.655
H 1.213 -2.744 2.570
H 1.912 -1.140 2.287
H -0.770 -1.529 3.092
*
```


No. 3
The following is a quantum chemistry calculation of 12 unconnected molecules or ions with the total composition C38H72O26S5 at a distorted geometry, from the OMol25 dataset.

The calculation puts the LUMO energy at -0.11 eV. The value obtained for the highest occupied orbital energy is -7.584 eV. Its relative energy (zero: lowest compared OMol25 entry of this formula, charge and spin) is 84.00 kcal per mole. The frontier orbital gap is 7.469 eV. Its total energy is -147978.536 eV.

ORCA input file:
```
! RIJCOSX wB97M-V def2-TZVPD def2/J DEFGRID3
* xyz 0 1
C -0.770 -2.710 -6.586
C -1.023 -1.524 -5.707
C -0.297 -1.537 -4.386
O 0.321 -0.287 -4.340
C 0.219 0.463 -5.481
O 0.620 1.595 -5.681
O -0.428 -0.389 -6.380
H -1.178 -2.712 -7.597
H -1.388 -3.539 -6.240
H 0.252 -3.069 -6.473
H -2.084 -1.308 -5.581
H 0.417 -2.360 -4.414
H -1.088 -1.687 -3.651
C 0.453 -4.997 1.293
C 1.680 -4.565 2.003
C 2.578 -3.470 1.361
O 2.838 -2.701 2.524
C 2.061 -3.075 3.588
O 1.969 -2.501 4.705
O 1.288 -4.040 3.259
H 0.041 -5.802 1.902
H 0.600 -5.330 0.265
H -0.266 -4.183 1.380
H 2.218 -5.487 2.223
H 1.994 -2.877 0.657
H 3.531 -3.704 0.888
C 2.929 6.066 -0.622
C 3.383 4.666 -0.383
C 2.253 3.665 -0.721
O 2.953 2.688 -1.491
C 4.261 2.985 -1.561
O 4.979 2.210 -2.187
O 4.450 4.243 -1.208
H 2.412 6.093 -1.581
H 3.786 6.724 -0.768
H 2.322 6.450 0.197
H 3.679 4.404 0.633
H 1.423 4.090 -1.285
H 1.880 3.226 0.204
C 1.264 -5.672 -4.763
C 1.782 -5.213 -3.362
C 1.948 -6.280 -2.204
O 3.185 -5.996 -1.703
C 3.894 -5.142 -2.483
O 5.051 -4.910 -2.290
O 3.109 -4.727 -3.451
H 1.176 -4.817 -5.433
H 0.370 -6.295 -4.740
H 1.960 -6.356 -5.249
H 1.242 -4.400 -2.877
H 1.797 -7.230 -2.717
H 1.114 -6.160 -1.512
C -4.235 4.302 -4.034
C -4.289 2.892 -4.575
C -3.241 2.540 -5.589
O -2.665 1.357 -5.071
C -2.965 1.227 -3.795
O -2.446 0.381 -3.014
O -3.899 2.098 -3.481
H -4.323 4.966 -4.894
H -3.317 4.574 -3.512
H -5.199 4.506 -3.568
H -5.253 2.516 -4.919
H -2.519 3.323 -5.820
H -3.698 2.070 -6.460
C -2.399 -3.741 5.283
C -2.768 -2.635 4.198
C -3.499 -1.374 4.689
O -2.673 -0.355 4.261
C -1.583 -0.748 3.643
O -0.673 -0.060 3.167
O -1.530 -2.131 3.689
H -1.976 -4.581 4.732
H -3.173 -4.282 5.826
H -1.674 -3.341 5.993
H -3.336 -3.015 3.349
H -3.676 -1.444 5.762
H -4.520 -1.216 4.343
C -4.551 -0.505 0.739
C -5.743 0.370 1.326
C -7.085 -0.325 1.212
O -7.717 -0.004 2.470
C -6.833 0.508 3.345
O -7.063 0.833 4.498
O -5.619 0.577 2.742
H -4.647 -0.654 -0.336
H -4.387 -1.432 1.287
H -3.657 0.089 0.933
H -5.874 1.342 0.851
H -6.904 -1.393 1.085
H -7.599 0.129 0.365
C 7.491 -0.477 1.469
S 6.933 -1.282 -0.111
O 7.093 -2.789 0.027
C 5.109 -0.918 -0.357
H 8.540 -0.771 1.492
H 6.709 -0.836 2.138
H 7.426 0.605 1.354
H 4.656 -1.568 -1.106
H 4.843 0.135 -0.439
H 4.817 -1.266 0.633
C 0.203 5.544 4.734
S 0.735 4.920 3.064
O 2.248 4.746 3.139
C 0.053 3.225 3.106
H -0.880 5.665 4.765
H 0.724 6.411 5.139
H 0.412 4.680 5.364
H -0.973 3.374 3.443
H 0.483 2.626 3.908
H 0.047 2.741 2.129
C 2.895 0.546 3.547
S 4.206 0.982 2.320
O 3.657 2.065 1.402
C 5.386 1.764 3.486
H 1.947 0.196 3.140
H 2.772 1.468 4.114
H 3.220 -0.290 4.167
H 4.871 2.615 3.930
H 6.281 2.036 2.926
H 5.715 0.971 4.158
C -2.856 5.237 1.057
S -3.112 3.415 1.209
O -4.617 3.127 1.561
C -3.114 2.967 -0.598
H -1.979 5.590 0.513
H -2.838 5.766 2.010
H -3.701 5.667 0.518
H -3.081 1.888 -0.747
H -2.358 3.488 -1.186
H -4.070 3.347 -0.958
C 1.217 -0.210 0.240
S 0.314 -0.951 -1.212
O 0.739 -2.378 -1.351
C -1.306 -0.965 -0.277
H 1.119 -0.881 1.093
H 0.783 0.779 0.381
H 2.295 -0.133 0.101
H -2.192 -1.070 -0.904
H -1.511 -0.019 0.223
H -1.303 -1.667 0.557
*
```


No. 4
The following is a quantum chemistry calculation of a molecular structure, C2H4F3IrNO5S2 at a distorted geometry, from the OMol25 dataset.

The calculation puts the LUMO energy (spin up / spin down) at -5.71 / -7.32 eV. The value obtained for the highest occupied orbital energy (spin up / spin down) is -12.952 / -14.107 eV. Its relative energy (zero: lowest compared OMol25 entry of this formula, charge and spin) is 216.47 kcal per mole. The frontier orbital gap (spin up / spin down) is 7.239 / 6.791 eV. Its total energy is -46504.963 eV.

ORCA input file:
```
! RIJCOSX wB97M-V def2-TZVPD def2/J DEFGRID3
* xyz 1 5
N -0.441 0.708 -0.134
S 0.844 1.103 -1.228
O 1.914 0.893 -0.060
O 1.103 -0.107 -2.110
S -0.941 -0.803 0.204
O 0.398 -1.485 0.176
O -1.502 -1.745 1.191
C -2.675 -0.444 -0.480
F -3.295 0.406 0.317
F -2.596 0.063 -1.695
F -3.458 -1.497 -0.600
Ir 2.128 -1.096 -0.659
O 3.529 -2.182 -0.707
H 4.405 -1.990 -0.374
C 0.212 1.853 1.217
H -0.616 2.512 0.905
H 0.975 1.412 1.880
H 0.016 2.402 2.154
*
```


No. 5
The following is a quantum chemistry calculation of 8 unconnected molecules or ions with the total composition C8H28F3NO8 at a distorted geometry, from the OMol25 dataset.

The calculation puts the LUMO energy at 3.22 eV. The value obtained for the highest occupied orbital energy is -1.065 eV. Its relative energy (zero: lowest compared OMol25 entry of this formula, charge and spin) is 146.47 kcal per mole. The frontier orbital gap is 4.283 eV. Its total energy is -34764.677 eV.

ORCA input file:
```
! RIJCOSX wB97M-V def2-TZVPD def2/J DEFGRID3
* xyz -2 1
N 0.443 -0.030 -0.582
H 1.365 0.119 -0.967
H 0.541 0.077 0.418
H 0.233 -0.977 -0.862
H -0.240 0.601 -0.976
O 0.754 -4.518 -2.509
H 0.455 -5.181 -3.162
O 4.832 0.182 -2.209
H 5.535 0.774 -2.539
C 0.257 1.105 5.230
O -0.552 0.301 4.426
O 1.307 1.582 4.351
C -0.573 2.174 6.062
F -1.042 1.659 7.228
F 0.164 3.235 6.498
F -1.664 2.675 5.405
C -1.446 -0.624 5.106
C -2.290 -1.285 4.020
H -3.124 -1.813 4.484
H -2.676 -0.589 3.275
H -1.704 -1.986 3.425
H -2.170 -0.087 5.719
H -0.982 -1.427 5.677
H 0.683 0.390 5.933
C -3.832 3.736 -0.856
O -3.353 2.985 -1.909
H -3.553 3.299 0.102
H -3.439 4.749 -0.939
H -4.920 3.798 -0.886
H -3.708 3.414 -2.691
C -1.804 -1.347 -6.675
O -2.263 -2.323 -5.750
H -1.063 -1.789 -7.342
H -2.566 -1.018 -7.381
H -1.345 -0.474 -6.211
H -1.532 -2.562 -5.175
C 3.015 4.117 -5.932
O 3.330 2.757 -5.992
H 2.650 4.442 -6.906
H 2.252 4.329 -5.184
H 3.869 4.732 -5.650
H 3.539 2.477 -5.098
C 2.896 -5.446 3.133
O 2.832 -4.297 2.282
H 2.275 -5.287 4.014
H 2.384 -6.254 2.611
H 3.876 -5.782 3.474
H 2.358 -4.612 1.509
*
```


No. 6
The following is a quantum chemistry calculation of a molecular structure, C18H17N3O3S2 at a distorted geometry, from the OMol25 dataset.

The calculation puts the LUMO energy at -0.47 eV. The value obtained for the highest occupied orbital energy is -8.263 eV. Its relative energy (zero: lowest compared OMol25 entry of this formula, charge and spin) is 322.56 kcal per mole. The frontier orbital gap is 7.797 eV. Its total energy is -51211.999 eV.

ORCA input file:
```
! RIJCOSX wB97M-V def2-TZVPD def2/J DEFGRID3
* xyz 0 1
C -4.466 2.056 -1.017
C -3.043 1.702 -0.503
C -1.872 2.456 -0.836
C -0.751 1.955 -0.250
C 0.449 2.409 -0.737
C 1.487 2.060 0.101
C 1.405 1.036 1.231
C 0.313 0.585 1.317
C -0.895 0.977 0.656
N -1.941 0.240 1.003
C -3.138 0.821 0.410
S -4.552 -0.368 0.526
C -3.493 -2.161 0.921
C -2.269 -1.950 0.182
O -2.315 -1.795 -1.165
N -1.217 -2.471 0.900
C 0.121 -2.403 0.251
N 1.154 -2.508 0.901
C 2.372 -1.959 0.014
C 1.933 -1.500 -1.028
S 0.186 -1.565 -1.487
C 2.749 -0.896 -2.031
H 2.926 0.209 -2.043
H 3.807 -1.354 -1.915
H 2.484 -1.053 -3.421
C 3.706 -2.198 0.672
H 3.841 -1.560 1.336
H 4.429 -2.111 -0.115
H 3.565 -3.163 1.394
H -1.099 -2.680 1.835
H -4.183 -2.692 0.760
H -3.288 -1.998 1.965
H 0.330 -0.147 2.229
O 2.735 0.832 1.521
C 3.574 1.727 0.793
O 2.882 2.744 -0.088
H 4.363 1.182 0.067
H 4.146 2.496 1.730
H 0.443 3.398 -1.323
H -2.154 3.297 -1.437
H -4.814 1.130 -1.509
H -4.568 2.989 -1.521
H -5.340 2.232 -0.289
*
```


What did the sixth record say?
The following is a quantum chemistry calculation of a molecular structure, C18H17N3O3S2 at a distorted geometry, from the OMol25 dataset.

The calculation puts the LUMO energy at -0.47 eV. The value obtained for the highest occupied orbital energy is -8.263 eV. Its relative energy (zero: lowest compared OMol25 entry of this formula, charge and spin) is 322.56 kcal per mole. The frontier orbital gap is 7.797 eV. Its total energy is -51211.999 eV.

ORCA input file:
```
! RIJCOSX wB97M-V def2-TZVPD def2/J DEFGRID3
* xyz 0 1
C -4.466 2.056 -1.017
C -3.043 1.702 -0.503
C -1.872 2.456 -0.836
C -0.751 1.955 -0.250
C 0.449 2.409 -0.737
C 1.487 2.060 0.101
C 1.405 1.036 1.231
C 0.313 0.585 1.317
C -0.895 0.977 0.656
N -1.941 0.240 1.003
C -3.138 0.821 0.410
S -4.552 -0.368 0.526
C -3.493 -2.161 0.921
C -2.269 -1.950 0.182
O -2.315 -1.795 -1.165
N -1.217 -2.471 0.900
C 0.121 -2.403 0.251
N 1.154 -2.508 0.901
C 2.372 -1.959 0.014
C 1.933 -1.500 -1.028
S 0.186 -1.565 -1.487
C 2.749 -0.896 -2.031
H 2.926 0.209 -2.043
H 3.807 -1.354 -1.915
H 2.484 -1.053 -3.421
C 3.706 -2.198 0.672
H 3.841 -1.560 1.336
H 4.429 -2.111 -0.115
H 3.565 -3.163 1.394
H -1.099 -2.680 1.835
H -4.183 -2.692 0.760
H -3.288 -1.998 1.965
H 0.330 -0.147 2.229
O 2.735 0.832 1.521
C 3.574 1.727 0.793
O 2.882 2.744 -0.088
H 4.363 1.182 0.067
H 4.146 2.496 1.730
H 0.443 3.398 -1.323
H -2.154 3.297 -1.437
H -4.814 1.130 -1.509
H -4.568 2.989 -1.521
H -5.340 2.232 -0.289
*
```


- Look up the relative energy (zero: lowest compared OMol25 entry of this formula, charge and spin) of the fourth one.
  216.47 kcal per mole


- Which of these has the lowest relative energy (zero: lowest compared OMol25 entry of this formula, charge and spin)?
  C15H26AuN3O3


- The lowest relative energy (zero: lowest compared OMol25 entry of this formula, charge and spin) belongs to which entry?
  C15H26AuN3O3